A 11-piece molecular cluster, H22O11 overall. Source: the OMol25 dataset; level of theory: the ωB97M-V functional and the def2-TZVPD basis.

Last column: natural (NBO) charge in e.
Geometry (Å):
H  0.33059  0.36828  0.84878  0.46
H  0.54731  1.46387  -0.14061  0.49
H  0.92820  -2.30013  0.84289  0.48
H  1.81460  -2.34229  -0.36047  0.47
H  3.41967  1.00063  -0.01539  0.48
H  2.38014  0.58103  -1.22069  0.47
H  -0.84483  0.17142  -2.95508  0.48
H  -0.46040  -1.08971  -2.13936  0.48
H  2.12607  -0.36289  0.73731  0.49
H  2.82398  -1.17309  1.72159  0.44
H  4.96871  1.38232  -1.65873  0.48
H  4.24427  0.02608  -1.18917  0.46
H  -1.21621  -2.93531  0.13936  0.46
H  -1.29202  -1.68405  -0.86140  0.50
H  -3.50445  -0.65206  -1.93015  0.46
H  -3.54526  -1.88711  -1.06168  0.47
H  -0.29619  -0.75043  3.97234  0.47
H  0.26769  0.45030  3.01776  0.48
H  -1.76707  4.38520  0.18956  0.46
H  -2.92979  4.45391  -0.74901  0.47
H  -3.80727  0.87276  1.68770  0.45
H  -4.51112  -0.22640  1.00667  0.46
O  0.98683  0.76949  0.35743  -0.94
O  1.00852  -1.81466  0.03326  -0.94
O  2.78178  1.32401  -0.75725  -0.94
O  -1.15398  -0.40584  -2.24623  -0.95
O  2.13254  -0.51679  1.74489  -0.96
O  5.13087  0.45882  -1.51469  -0.95
O  -1.49619  -2.62518  -0.81853  -0.96
O  -3.26791  -0.93654  -1.04030  -0.93
O  0.44858  -0.20100  3.76885  -0.95
O  -2.36314  3.78006  -0.22335  -0.93
O  -3.88447  0.41535  0.81369  -0.91

Energy relative to the best compared isomer or geometry (same formula, charge and spin) = 152.7 kcal/mol
SMILES = O.O.O.O.O.O.O.O.O.O.O



One molecule with the formula C3H8O. Source: the OMol25 dataset; level of theory: the ωB97M-V functional and the def2-TZVPD basis.

Last column: natural (NBO) charge in e.
Geometry (Å):
C  -1.33027  0.14771  0.21944  -0.65
C  -0.45243  -0.14245  -1.00198  -0.06
O  0.98573  -0.10597  -0.79219  -0.55
C  1.55667  -0.03253  0.49045  -0.24
H  -2.02883  -0.65972  0.45581  0.22
H  -0.68239  0.23358  1.09077  0.21
H  -1.87190  1.09508  0.15855  0.22
H  -0.63481  0.59749  -1.79100  0.18
H  -0.69217  -1.12911  -1.42207  0.17
H  0.81598  0.11563  1.28298  0.16
H  2.10134  -0.94936  0.75458  0.17
H  2.23309  0.82966  0.55467  0.18

Energy relative to the best compared isomer or geometry (same formula, charge and spin) = 27.7 kcal/mol
SMILES = CCOC



One molecule with the formula C4H8O4S. Source: the OMol25 dataset; level of theory: the ωB97M-V functional and the def2-TZVPD basis.

Last column: natural (NBO) charge in e.
Geometry (Å):
C  -0.54944  -1.39217  -0.71668  -0.45
C  -1.13863  -0.53277  0.48945  -0.46
C  0.15321  -0.46123  -1.66332  -0.63
C  -0.13689  0.72744  0.90658  0.32
O  1.64455  1.66955  -1.11542  -0.92
O  2.06770  -0.30040  0.16573  -1.00
O  -0.79179  1.97823  0.80098  -0.71
O  0.56134  0.56991  2.10409  -0.73
S  1.12596  0.54992  -0.46385  2.11
H  0.36307  -1.87063  -0.24488  0.25
H  -1.41225  -1.92099  -1.20002  0.24
H  -2.07410  0.06227  0.31230  0.23
H  -1.38297  -0.98586  1.47816  0.24
H  1.00433  -0.92741  -2.11424  0.25
H  -0.47931  0.17023  -2.21730  0.24
H  -0.26853  2.61018  1.39737  0.50
H  1.31374  0.05374  2.08107  0.51

Energy relative to the best compared isomer or geometry (same formula, charge and spin) = 24.0 kcal/mol
SMILES = O=S1(=O)CCCC1(O)O



C36H28IN2O2PRh as an isolated structure. Source: the OMol25 dataset; level of theory: the ωB97M-V functional and the def2-TZVPD basis.

Last column: Mulliken charge in e.
Geometry (Å):
Rh  -0.58180  -0.33020  1.03740  -0.34
C  -4.73980  -0.30810  -1.54800  -1.24
C  -4.28610  0.97560  -0.94650  0.53
N  -5.05200  2.01830  -1.04390  -0.61
C  -4.68570  3.21250  -0.60440  -0.92
C  -3.40060  3.45670  -0.15880  0.55
C  -2.97300  4.83730  0.27420  -1.03
O  -2.16000  4.83190  1.43180  -0.43
C  -2.51780  2.37030  -0.03170  -0.54
C  -1.14650  2.63610  0.31410  0.25
N  -0.35380  1.84600  0.93980  0.51
C  0.96900  2.25070  1.28690  0.29
C  1.33220  3.74320  1.45900  -0.41
C  2.12690  4.36240  0.37460  -1.10
C  3.08550  3.66380  -0.22310  -1.06
C  3.32660  2.26100  0.18970  0.34
C  2.09490  1.44550  0.58120  -0.75
I  1.35100  0.09570  -0.97180  0.27
C  -2.99540  1.04340  -0.28140  0.35
O  -2.36130  -0.01880  -0.00820  -0.58
H  -5.77690  -0.22030  -1.86100  0.38
H  -4.63010  -1.11960  -0.82990  0.30
H  -4.13460  -0.55000  -2.42360  0.27
H  -5.44010  3.98220  -0.64150  0.39
H  -3.85880  5.46700  0.41450  0.46
H  -2.36420  5.29730  -0.51320  0.27
H  -2.69440  4.62040  2.20650  0.32
H  -0.77080  3.59800  -0.03110  0.71
H  0.45360  4.33680  1.71880  1.30
H  1.90390  5.38170  0.10280  0.54
H  3.69210  4.07260  -1.01430  0.50
H  3.94110  1.72530  -0.53350  0.86
C  -1.53900  0.69600  6.73130  -0.48
C  -2.24340  0.34310  5.59060  -0.93
C  -1.56350  -0.06560  4.45810  -0.36
C  -0.17390  -0.12020  4.46890  0.34
C  0.53370  0.19910  5.62520  -0.08
C  -0.15460  0.60700  6.75440  -0.79
P  0.67780  -0.51410  2.92090  1.60
C  1.96310  0.72290  2.88560  -0.56
C  1.26150  2.02990  2.80520  -1.44
C  2.10360  3.32670  2.79120  -0.63
C  3.52190  3.03570  2.59470  -0.81
C  3.86840  1.96790  1.65690  -0.51
C  2.88310  0.75100  1.72210  -0.57
C  1.18680  -2.24490  3.01050  0.75
C  1.92520  -2.86360  3.98850  -0.39
C  2.09760  -4.25360  3.92760  -0.96
C  1.54990  -4.98800  2.90660  -0.79
C  0.78150  -4.38040  1.89200  0.57
C  0.21020  -5.08210  0.80900  -0.86
C  -0.54640  -4.42460  -0.12550  -0.75
C  -0.76050  -3.03780  -0.03960  -0.59
C  -0.24170  -2.32480  1.01310  -0.26
C  0.57440  -2.97970  1.96720  0.43
H  -2.06530  1.05250  7.60420  0.41
H  -3.32040  0.41350  5.58310  0.45
H  -2.10400  -0.33200  3.55150  0.39
H  1.61440  0.15020  5.62720  0.38
H  0.38980  0.88130  7.64660  0.42
H  0.37280  2.11440  3.42870  1.50
H  1.91900  3.99990  3.62580  0.60
H  4.27410  3.72030  2.93660  0.44
H  4.92550  1.71250  1.67850  0.61
H  3.35170  -0.19730  1.46160  0.79
H  2.36520  -2.28940  4.79000  0.49
H  2.67650  -4.74470  4.69360  0.44
H  1.69160  -6.05680  2.86540  0.42
H  0.38830  -6.14350  0.71930  0.40
H  -0.98800  -4.96850  -0.94780  0.43
H  -1.35770  -2.55050  -0.80210  0.52

Energy = -2397.80705 Ha
Net charge = +1



One molecule with the formula C3H5NO2. Source: the OMol25 dataset; level of theory: the ωB97M-V functional and the def2-TZVPD basis.

Last column: natural (NBO) charge in e.
Geometry (Å):
C  -2.17686  -0.31761  -0.59108  0.59
C  0.17581  -0.29879  0.80358  -0.61
C  -0.61415  0.16076  -0.44578  -0.44
N  -2.68723  0.58078  0.14974  0.11
O  -2.51738  -1.10415  -1.39412  -0.52
O  -2.84710  0.79449  1.32519  -0.24
H  1.14431  -0.31900  0.51788  0.22
H  -0.22001  -1.28073  1.12579  0.22
H  -0.01221  0.48149  1.58396  0.22
H  -0.21143  -0.26522  -1.37335  0.23
H  -0.65526  1.21857  -0.53984  0.22

Energy relative to the best compared isomer or geometry (same formula, charge and spin) = 112.1 kcal/mol
SMILES = CCC(=O)N=O



C23H25BFeO6 as an isolated structure. Source: the OMol25 dataset; level of theory: the ωB97M-V functional and the def2-TZVPD basis.

Last column: Mulliken spin population.
Geometry (Å):
C  -3.18232  0.36491  2.96212  0.07
C  -2.41414  1.21025  2.06515  0.05
C  -1.23588  0.47632  1.65971  0.00
C  -1.27343  -0.82615  2.29535  0.00
C  -2.47685  -0.89530  3.10630  -0.04
Fe  -2.89338  -0.52877  1.21737  2.98
C  -3.46720  -2.19656  0.27931  0.06
C  -4.61128  -1.38664  0.66910  -0.02
C  -4.45444  -0.07496  0.10733  0.12
C  -3.19122  -0.03860  -0.66347  -0.07
C  -2.51673  1.09350  -1.21928  0.42
C  -1.89322  1.06740  -2.48805  -0.03
C  -1.28588  2.25885  -2.97632  0.18
C  -0.73721  2.31723  -4.24803  -0.09
C  -0.79758  1.19971  -5.09639  0.19
C  -1.44344  0.03202  -4.66552  -0.09
C  -1.99216  -0.03823  -3.39341  0.17
C  -2.60132  -1.38728  -0.53361  0.05
H  -4.06629  0.67213  3.51660  0.01
H  -2.62260  2.25341  1.83353  0.01
H  -0.39786  0.86136  1.09037  0.01
H  -0.45895  -1.53608  2.28925  0.00
H  -2.72159  -1.70184  3.79009  0.00
H  -3.32641  -3.24982  0.50196  0.00
H  -5.47287  -1.74472  1.22345  0.00
H  -5.16865  0.74600  0.13119  0.01
H  -2.72061  2.06306  -0.75039  0.01
H  -1.31923  3.14237  -2.33329  0.01
H  -0.27692  3.24603  -4.59682  0.00
H  -0.37665  1.25818  -6.09583  0.01
H  -1.54095  -0.81822  -5.34038  0.00
H  -2.58545  -0.90830  -3.11039  0.01
H  -1.69304  -1.67474  -1.05552  -0.01
C  2.89399  1.13555  4.15608  0.00
C  2.40167  0.36046  2.95682  0.00
O  3.01710  0.70381  1.83421  0.00
B  2.76219  -0.08215  0.61323  0.00
H  1.53021  0.17270  0.16315  0.00
O  3.84026  0.24830  -0.33140  0.00
C  3.95176  1.49839  -0.77498  0.00
C  5.25276  1.71540  -1.51790  0.00
O  3.12766  2.38644  -0.61885  0.00
O  2.97422  -1.49429  0.96219  0.00
C  2.72464  -2.41640  0.03599  0.00
C  3.25470  -3.77315  0.44999  0.00
O  2.14403  -2.22615  -1.02343  0.00
O  1.53061  -0.49225  3.07080  0.00
H  3.79552  1.70555  3.92636  0.00
H  2.09357  1.80357  4.48634  0.00
H  3.07225  0.44207  4.97859  0.00
H  5.80178  0.78376  -1.65940  0.00
H  5.02873  2.18198  -2.47671  0.00
H  5.86931  2.43309  -0.97228  0.00
H  3.52516  -3.79645  1.50727  0.00
H  2.49772  -4.52358  0.22420  0.00
H  4.12594  -4.02318  -0.16175  0.00

2S+1 = 5
Energy = -2631.35534 Ha
⟨S²⟩ = 6.1172



Record order is preserved below.
F_max: 4.576 0.580 4.829 2.447 5.620 2.666 eV/Å